1.
Density functional theory data (ωB97M-V/def2-TZVPD) for the molecule C10H10N2O.

The calculation puts the HOMO energy at -8.300 eV. As for the orbital gap: 9.025 eV. As for the SMILES: Cn1cc(-c2ccccc2)[nH]c1=O. As for the largest force on an atom: 5.93 eV/Å.

Element x y z (Å)
C: -3.32 -1.68 1.05
C: -1.56 -0.16 0.49
C: -0.38 -0.14 0.00
C: -1.46 -2.14 -0.56
C: 0.79 0.65 -0.14
C: 0.74 1.93 -0.60
C: 1.95 2.59 -0.78
C: 3.19 2.09 -0.37
C: 3.17 0.90 0.20
C: 2.01 0.11 0.23
H: -3.92 -2.50 0.73
H: -4.08 -0.74 1.01
H: -3.03 -1.99 2.11
H: -1.96 0.61 1.12
H: 0.44 -1.68 -1.32
H: -0.20 2.48 -0.88
H: 1.86 3.63 -1.21
H: 4.03 2.66 -0.54
H: 4.06 0.31 0.47
H: 2.03 -0.88 0.58
N: -2.29 -1.35 0.18
N: -0.35 -1.47 -0.71
O: -1.72 -3.24 -1.07



2.
Density functional theory data (ωB97M-V/def2-TZVPD) for a cluster of 6 separate species, C36H90N8O9PS in total.

The calculation puts the HOMO energy at -10.279 eV. As for the net charge: +1. As for the orbital gap: 7.553 eV. As for the largest force on an atom: 1.14 eV/Å.

Element x y z (Å)
C: 1.35 1.45 2.54
C: 1.51 -0.03 2.19
C: 0.24 -0.84 2.42
O: -0.90 -0.11 1.97
C: -1.73 -0.78 1.05
C: -2.63 0.24 0.34
C: -2.46 0.06 -1.18
C: -3.00 -1.26 -1.74
C: -2.42 -1.55 -3.12
C: -2.35 1.72 0.68
N: -3.55 2.09 1.44
O: -3.79 3.45 1.54
C: -3.65 3.87 2.92
C: -4.92 3.66 3.71
C: -4.83 4.36 5.08
C: -4.55 1.35 0.92
N: -5.73 1.91 0.68
S: -7.15 1.25 -0.04
C: -8.11 0.67 1.30
O: -6.71 0.16 -0.84
O: -7.76 2.41 -0.58
N: -4.13 0.07 0.64
P: -4.82 -0.89 1.98
C: -4.75 -2.58 1.31
C: -3.60 -0.86 3.35
H: 2.28 1.84 2.97
H: 1.15 2.05 1.66
H: 0.57 1.61 3.28
H: 1.85 -0.14 1.15
H: 2.30 -0.47 2.81
H: 0.30 -1.81 1.91
H: 0.12 -1.05 3.49
H: -2.33 -1.54 1.57
H: -1.12 -1.30 0.31
H: -1.39 0.15 -1.40
H: -2.97 0.88 -1.70
H: -2.77 -2.09 -1.06
H: -4.08 -1.21 -1.80
H: -1.37 -1.85 -3.05
H: -2.52 -0.67 -3.76
H: -2.98 -2.37 -3.57
H: -2.41 2.29 -0.26
H: -1.42 1.97 1.17
H: -2.82 3.30 3.36
H: -3.36 4.92 2.87
H: -5.75 4.09 3.14
H: -5.12 2.59 3.84
H: -5.46 5.25 5.12
H: -3.81 4.66 5.32
H: -5.16 3.70 5.89
H: -5.78 2.90 0.90
H: -7.59 -0.13 1.82
H: -8.35 1.51 1.96
H: -9.02 0.31 0.82
H: -4.30 -3.26 2.02
H: -4.21 -2.62 0.36
H: -5.77 -2.91 1.12
H: -4.15 -0.72 4.28
H: -3.03 -1.79 3.41
H: -2.87 -0.05 3.24
C: 4.84 1.94 7.39
C: 3.40 2.35 7.11
C: 2.39 1.19 7.19
O: 2.41 0.32 6.07
C: 3.41 -0.68 6.09
N: 3.34 3.04 5.82
H: 5.28 1.41 6.54
H: 5.45 2.82 7.58
H: 4.91 1.29 8.26
H: 3.10 3.06 7.88
H: 1.38 1.61 7.21
H: 2.53 0.62 8.12
H: 3.60 -1.03 7.11
H: 4.35 -0.33 5.66
H: 3.05 -1.52 5.50
H: 2.41 3.42 5.68
H: 3.43 2.32 5.10
C: -4.84 -3.89 -8.44
C: -4.02 -4.85 -7.58
C: -4.76 -5.36 -6.34
O: -4.86 -4.41 -5.28
C: -5.91 -3.48 -5.38
N: -2.74 -4.21 -7.25
H: -4.90 -2.90 -7.98
H: -4.38 -3.77 -9.41
H: -5.86 -4.26 -8.59
H: -3.80 -5.73 -8.19
H: -4.20 -6.20 -5.92
H: -5.76 -5.73 -6.60
H: -6.81 -3.93 -5.82
H: -5.63 -2.60 -5.96
H: -6.14 -3.16 -4.36
H: -2.14 -4.88 -6.78
H: -2.93 -3.49 -6.56
C: 1.60 4.10 -3.86
C: 1.17 2.91 -4.72
C: 0.16 1.99 -4.04
O: 0.70 1.15 -3.03
C: 0.85 1.73 -1.76
N: 2.37 2.21 -5.18
H: 2.30 3.80 -3.08
H: 2.10 4.84 -4.48
H: 0.74 4.57 -3.38
H: 0.67 3.31 -5.61
H: -0.26 1.31 -4.79
H: -0.68 2.57 -3.62
H: 0.04 2.43 -1.55
H: 1.81 2.24 -1.63
H: 0.81 0.91 -1.03
H: 2.12 1.50 -5.86
H: 2.77 1.70 -4.40
C: 8.85 1.82 6.33
C: 8.59 3.22 6.88
C: 9.63 4.26 6.45
O: 10.87 4.17 7.13
C: 11.79 3.24 6.60
N: 8.46 3.14 8.34
H: 9.66 1.33 6.86
H: 7.96 1.21 6.45
H: 9.11 1.85 5.27
H: 7.64 3.57 6.47
H: 9.24 5.26 6.69
H: 9.79 4.23 5.36
H: 11.72 3.18 5.51
H: 11.64 2.23 7.01
H: 12.79 3.58 6.87
H: 8.17 4.05 8.70
H: 9.38 2.99 8.72
C: 0.97 -6.21 -8.47
C: 0.61 -4.85 -7.88
C: 1.65 -3.76 -8.14
O: 2.82 -3.85 -7.34
C: 3.82 -4.73 -7.82
N: 0.31 -5.02 -6.45
H: 1.73 -6.71 -7.88
H: 0.09 -6.86 -8.48
H: 1.33 -6.12 -9.49
H: -0.31 -4.51 -8.36
H: 1.20 -2.80 -7.89
H: 1.92 -3.73 -9.20
H: 3.86 -4.73 -8.91
H: 3.66 -5.76 -7.48
H: 4.77 -4.38 -7.43
H: -0.04 -4.14 -6.08
H: 1.19 -5.17 -5.96



3.
Density functional theory data (ωB97M-V/def2-TZVPD) for a cluster of 2 separate species, CH6OS2 in total.

The calculation puts the HOMO energy (alpha / beta) at -12.004 / -12.004 eV. As for the net charge: +1. The spin multiplicity is 2. As for the orbital gap (alpha / beta): 5.925 / 2.290 eV. As for the largest force on an atom: 6.09 eV/Å.

Element x y z (Å)
S: -3.90 5.78 0.26
S: -2.19 5.53 -0.86
H: -3.87 4.89 1.28
H: -2.75 5.32 -2.03
C: 2.44 -3.71 0.33
O: 1.13 -3.50 -0.18
H: 3.30 -3.59 -0.20
H: 2.56 -3.35 1.31
H: 2.25 -4.84 0.52
H: 1.02 -2.53 -0.45



4.
Density functional theory data (ωB97M-V/def2-TZVPD) for a structure of composition C47H42AuO4S5Si.

The calculation puts the HOMO energy (alpha / beta) at -10.405 / -10.405 eV. As for the net charge: +1. As for the orbital gap (alpha / beta): 4.690 / 4.690 eV. As for the largest force on an atom: 5.20 eV/Å.

Element x y z (Å)
Au: 0.30 0.05 -0.69
O: 2.54 0.13 -0.57
S: 3.59 1.19 -0.68
C: 2.83 2.42 -1.84
C: 3.08 3.91 -1.60
C: 1.80 4.75 -1.67
C: 0.94 4.71 -0.41
S: -0.41 3.45 -0.49
O: 0.38 2.20 -0.27
C: -1.16 3.74 1.13
C: -1.66 4.98 1.50
C: -2.29 5.12 2.73
C: -2.43 4.03 3.57
C: -1.95 2.79 3.18
C: -1.31 2.64 1.96
C: 3.52 2.13 0.87
C: 2.48 1.95 1.77
C: 2.46 2.69 2.94
C: 3.48 3.58 3.22
C: 4.53 3.74 2.33
C: 4.56 3.00 1.16
H: 1.77 2.19 -1.75
H: 3.17 2.11 -2.82
H: 3.78 4.27 -2.36
H: 3.55 4.08 -0.63
H: 1.21 4.45 -2.53
H: 2.11 5.79 -1.83
H: 0.43 5.67 -0.27
H: 1.54 4.48 0.47
H: -1.57 5.84 0.85
H: -2.67 6.08 3.02
H: -2.94 4.14 4.51
H: -2.07 1.93 3.82
H: -0.95 1.68 1.64
H: 1.69 1.25 1.54
H: 1.64 2.57 3.64
H: 3.46 4.15 4.13
H: 5.34 4.42 2.55
H: 5.39 3.10 0.47
O: -1.75 0.26 -0.81
C: -2.41 0.29 -2.03
C: -3.83 -0.08 -1.64
C: -4.59 -1.14 -2.06
C: -5.79 -1.27 -1.33
C: -5.91 -0.33 -0.35
S: -4.54 0.72 -0.29
C: -2.31 1.66 -2.66
C: -3.25 2.62 -2.83
C: -2.75 3.79 -3.45
C: -1.43 3.71 -3.74
S: -0.76 2.19 -3.26
C: -1.90 -0.74 -3.02
C: -1.40 -1.98 -2.75
C: -0.99 -2.67 -3.92
C: -1.21 -1.95 -5.05
S: -1.92 -0.43 -4.73
H: -4.32 -1.79 -2.87
H: -6.52 -2.03 -1.53
H: -6.73 -0.19 0.33
H: -4.28 2.49 -2.55
H: -3.37 4.64 -3.68
H: -0.82 4.44 -4.23
H: -1.32 -2.38 -1.76
H: -0.54 -3.64 -3.90
H: -1.00 -2.23 -6.07
O: 0.56 -2.02 -0.47
Si: 0.53 -3.27 0.45
C: 1.72 -3.08 1.97
C: 1.94 -4.08 2.89
C: 2.78 -3.84 3.98
C: 3.37 -2.59 4.13
C: 3.14 -1.60 3.19
C: 2.32 -1.85 2.10
C: -1.17 -3.51 1.28
C: -1.98 -4.63 1.14
C: -3.28 -4.63 1.63
C: -3.78 -3.52 2.28
C: -2.98 -2.41 2.46
C: -1.68 -2.41 1.97
C: 1.47 -4.57 -0.58
C: 0.96 -5.82 -0.91
C: 1.59 -6.60 -1.86
C: 2.75 -6.16 -2.47
C: 3.30 -4.94 -2.10
C: 2.66 -4.16 -1.16
H: 1.48 -5.05 2.78
H: 2.95 -4.62 4.69
H: 4.02 -2.41 4.97
H: 3.60 -0.62 3.30
H: 2.17 -1.09 1.35
H: -1.61 -5.51 0.64
H: -3.90 -5.51 1.49
H: -4.80 -3.52 2.65
H: -3.36 -1.54 2.97
H: -1.06 -1.54 2.12
H: 0.05 -6.18 -0.45
H: 1.16 -7.55 -2.13
H: 3.24 -6.77 -3.21
H: 4.22 -4.59 -2.56
H: 3.07 -3.19 -0.89



Energy relative to the best compared isomer or geometry (same formula, charge and spin)
In order: 1.254 0.000 2.462 1.939
Unit: eV